Entry from the Open Molecules 2025 dataset: C36H71CaNO4SSb2Si4 as an isolated structure in a non-equilibrium geometry (ωB97M-V/def2-TZVPD).

- Net charge: -2
- Multiplicity: 1
- E_LUMO: 3.7 eV
- Calculated total energy: -122026.2795 eV

Geometry (Å):
1 Sb 1.41599 2.49462 2.11965
2 Sb 3.06086 0.54819 -0.59581
3 Ca 0.02155 0.24927 0.18443
4 S 1.04853 -2.84772 1.13065
5 Si -1.92624 -1.00636 -1.76602
6 Si -3.60279 0.19094 -2.88394
7 Si -3.32303 -2.67312 -0.92296
8 Si -1.02260 -2.07437 -3.61891
9 O 1.03786 -1.79953 0.04219
10 O -3.32414 -1.82103 5.90999
11 O -1.51253 1.68214 0.84803
12 O -0.77314 -0.61860 2.10445
13 N 1.38211 1.79664 -0.83043
14 C -3.31750 2.97065 1.59796
15 C 5.13417 -1.07813 -0.33162
16 C 3.26113 3.66066 1.84788
17 C 2.33553 0.75324 3.02022
18 C 1.15834 4.24670 -1.12703
19 C 4.55229 2.17829 -0.45343
20 C -3.69507 0.92421 3.62703
21 C -2.42999 -2.88626 6.17379
22 C -4.41854 -3.81907 -1.95221
23 C 6.38777 2.24574 3.44973
24 C -3.07263 1.16931 -4.40851
25 C -4.27487 1.50369 -1.68888
26 C -3.03891 -1.01900 4.84547
27 C -2.30874 -3.89126 0.12062
28 C 6.97713 1.56192 2.39386
29 C -1.98678 -1.22620 3.99631
30 C 1.90238 2.88217 -3.05299
31 C -0.41929 2.70143 -2.23973
32 C -2.41935 1.75430 1.67468
33 C -1.73940 -0.35508 2.88328
34 C 0.02172 -0.82456 -4.57757
35 C -2.62529 0.76959 2.72257
36 C -2.10118 -2.91800 -4.92546
37 C 1.04245 2.85313 -1.78012
38 C 5.19508 2.91932 3.22902
39 C 3.50584 -0.04518 -2.63912
40 C 5.16325 2.23744 0.90671
41 C 6.37022 1.57264 1.14714
42 C 4.55839 2.92184 1.98486
43 C 1.29896 3.24068 4.22099
44 C -4.49571 -1.87821 0.33619
45 C 0.21823 -3.40001 -3.08970
46 C 1.37682 -4.36889 0.24925
47 C -3.92621 0.06775 4.66524
48 C -5.13738 -0.72788 -3.50584
49 C 2.67969 -2.72763 1.88740
50 H -4.85393 -1.60126 -4.10484
51 H -3.90508 1.78842 -4.76252
52 H -0.54536 1.73272 -2.73214
53 H -4.37495 1.75698 3.49464
54 H -3.92636 -1.24175 1.02395
55 H 5.29564 1.96510 -1.22405
56 H 1.61955 0.35014 3.74034
57 H 0.66338 -1.32304 -5.31407
58 H 6.82489 1.03408 0.32368
59 H 2.60817 -2.09165 2.76737
60 H -4.75803 0.19477 5.34565
61 H -4.92614 1.04901 -0.93342
62 H -5.14225 -3.26612 -2.55261
63 H 4.78812 -2.05838 -0.70807
64 H -2.66652 -3.75892 -4.50563
65 H -3.43805 1.97041 -1.15937
66 H 3.03367 0.56260 -3.40970
67 H 5.57057 -1.22586 0.67136
68 H -2.22138 1.82004 -4.19602
69 H 2.25363 -4.20298 -0.38071
70 H 3.24836 1.06735 3.52834
71 H 0.85055 -3.00145 -2.28836
72 H 4.73073 3.46571 4.04517
73 H 0.86623 -3.69779 -3.92260
74 H -3.82017 -4.42613 -2.64235
75 H 0.66927 -0.27256 -3.88557
76 H 0.56678 2.64677 4.77864
77 H -2.77841 0.49845 -5.22285
78 H 4.59133 -0.03258 -2.75695
79 H 7.90497 1.02039 2.53850
80 H -2.41146 -3.60667 5.35256
81 H -0.59936 -0.09165 -5.10004
82 H -4.35945 2.68311 1.44037
83 H -1.46736 -3.29305 -5.73694
84 H -1.30553 -2.05685 4.10430
85 H -2.82805 -2.21541 -5.35188
86 H 3.01362 -3.72700 2.17003
87 H -0.71539 3.49187 -2.94465
88 H -4.84052 2.29022 -2.20417
89 H -2.95410 -4.48483 0.77995
90 H 5.94582 -0.74146 -1.00157
91 H 1.54097 -5.17090 0.97029
92 H -5.24096 -1.24142 -0.15458
93 H -5.75938 -0.06953 -4.12437
94 H 0.98574 4.29038 4.25071
95 H -2.98458 3.57781 0.76106
96 H 2.20440 4.48763 -0.91276
97 H 1.67077 2.02815 -3.69373
98 H -1.09096 2.73714 -1.37673
99 H -1.73629 -4.58341 -0.51043
100 H 3.16333 -1.08050 -2.73874
101 H 3.98669 3.07345 -0.71345
102 H 6.84556 2.25474 4.43183
103 H -1.60390 -3.33452 0.75098
104 H 0.50225 -4.57935 -0.36565
105 H -5.02879 -2.63142 0.92963
106 H -2.79289 -3.37642 7.07375
107 H -4.96352 -4.49372 -1.28299
108 H 0.59543 4.26940 -0.18964
109 H 3.17457 4.41427 2.63273
110 H 1.70164 3.79666 -3.62579
111 H 2.96900 2.85435 -2.81059
112 H 2.58622 0.01024 2.27049
113 H 0.76057 5.02883 -1.78635
114 H -3.25234 3.55331 2.52014
115 H 3.34795 -2.27249 1.14572
116 H 3.16677 4.15505 0.88178
117 H 2.27623 3.14706 4.70904
118 H -0.28567 -4.29799 -2.70780
119 H -5.74633 -1.08796 -2.67041
120 H -1.41485 -2.52000 6.34274

=====

Entry from the Open Molecules 2025 dataset: C4H8O2 in the gas phase in a non-equilibrium geometry (ωB97M-V/def2-TZVPD).

- Net charge: 0
- Multiplicity: 1
- SMILES: C[C@@H]1C[C@@H](O)O1
- E_LUMO: 1.1 eV
- Calculated total energy: -8371.1511 eV

Geometry (Å):
1 O -0.61862 -0.09772 1.03033
2 O -2.47592 -0.02801 -0.09999
3 C 1.70972 -0.36500 0.53013
4 C 0.31227 -0.56364 0.01740
5 C -1.32729 0.72475 0.01813
6 C -0.22502 0.44261 -1.00521
7 H -1.49956 1.76279 0.33713
8 H -2.03911 -0.66848 0.55708
9 H 0.12560 -1.61268 -0.26177
10 H 1.89833 -1.02661 1.38149
11 H 2.44007 -0.57103 -0.25485
12 H 1.82056 0.67059 0.86939
13 H 0.45346 1.28451 -1.15960
14 H -0.57450 0.04793 -1.95965

=====

Entry from the Open Molecules 2025 dataset: C4H7NO in the gas phase (ωB97M-V/def2-TZVPD).

- Net charge: 0
- Multiplicity: 1
- SMILES: CN1C[C@H]1C=O
- E_LUMO: 1.0 eV
- Calculated total energy: -7796.4201 eV

Geometry (Å):
1 O -0.62540 -2.31845 -0.27180
2 N 0.09646 0.36288 -0.42473
3 C -1.17706 -1.23761 -0.24390
4 C 1.50083 -0.01417 -0.39892
5 C -0.70861 -0.17129 0.68315
6 C -0.74182 1.27135 0.35291
7 H 1.57872 -1.04059 -0.00592
8 H -1.90762 -0.90944 -1.00139
9 H -1.54860 1.70644 -0.23521
10 H -0.17473 -0.45600 1.59246
11 H 2.09385 0.66353 0.21615
12 H 1.89141 -0.03939 -1.42174
13 H -0.34609 1.94391 1.12828